Entry 1:
18
Properties=species:S:1:pos:R:3:nbo_charge:R:1 method="wB97M-V/def2-TZVPD" orbital_gap_ha=0.3455 homo_ev=-8.4 max_force_ha_per_bohr=0.047
C 0.803 -1.057 1.730 -0.73
S 1.623 -0.719 0.118 0.14
C 2.438 0.916 0.322 -0.74
H 0.067 -1.835 1.593 0.23
H 0.375 -0.145 2.135 0.22
H 1.587 -1.392 2.412 0.22
H 2.278 1.502 -0.559 0.23
H 1.961 1.425 1.180 0.22
H 3.512 0.652 0.514 0.23
C -2.016 -0.999 -1.010 -0.66
C -1.835 0.434 -1.407 -0.16
C -0.999 1.291 -0.800 -0.43
H -1.414 -1.602 -1.688 0.22
H -1.607 -1.199 -0.028 0.22
H -3.005 -1.283 -1.294 0.22
H -2.577 0.786 -2.118 0.19
H -1.070 2.378 -0.813 0.20
H -0.121 0.847 -0.287 0.19



Entry 2:
81
Properties=species:S:1:pos:R:3:mulliken_spin:R:1 method="wB97M-V/def2-TZVPD" multiplicity=6 charge=-1 orbital_gap_ha="0.2587 / 0.2592" homo_ev="-5.0 / -5.0" s_squared=8.761 max_force_ha_per_bohr=0.039
Sm -1.687 0.499 0.109 5.07
F -4.565 5.526 0.196 0.00
C -3.467 4.897 -0.309 0.00
C -3.390 3.522 -0.288 0.00
C -2.276 2.820 -0.791 -0.01
C -1.250 3.641 -1.347 0.00
C -1.355 5.031 -1.333 0.00
F -0.335 5.834 -1.781 0.00
C -2.449 5.686 -0.813 0.00
C -0.088 2.972 -1.943 0.00
C 0.619 3.515 -3.023 0.00
C 1.691 2.830 -3.553 0.00
C 2.048 1.609 -2.997 0.00
C 1.290 1.130 -1.943 0.00
N 0.253 1.777 -1.432 0.00
H -4.235 2.979 0.123 0.00
H -2.493 6.763 -0.780 0.00
H 0.320 4.456 -3.451 0.00
H 2.237 3.240 -4.392 0.00
H 2.879 1.039 -3.379 0.00
H 1.520 0.176 -1.481 0.00
I -4.727 -0.206 0.274 -0.01
C 3.334 -6.471 -7.126 0.00
C 2.300 -5.593 -6.475 0.00
O 2.397 -4.408 -6.315 0.00
S 0.889 -6.522 -5.917 0.00
C 0.119 -5.308 -4.852 0.00
C -0.555 -4.220 -5.385 0.00
C -0.983 -3.220 -4.539 0.00
C -0.753 -3.296 -3.158 0.00
C -0.145 -4.448 -2.642 0.00
C 0.294 -5.446 -3.483 0.00
C -1.084 -2.220 -2.304 0.00
C -1.318 -1.269 -1.571 0.00
H 3.772 -5.961 -7.981 0.00
H 2.906 -7.420 -7.435 0.00
H 4.128 -6.655 -6.401 0.00
H -0.717 -4.153 -6.452 0.00
H -1.483 -2.348 -4.936 0.00
H 0.005 -4.533 -1.574 0.00
H 0.786 -6.328 -3.097 0.00
O 0.662 -0.003 1.150 0.00
S 1.623 0.762 1.970 0.00
C 3.190 -0.246 1.913 0.00
C 3.668 -0.356 3.344 0.00
C 2.424 -0.728 4.147 0.00
C 1.352 0.271 3.742 0.00
H 3.901 0.246 1.255 0.00
H 2.915 -1.214 1.502 0.00
H 4.048 0.614 3.671 0.00
H 4.470 -1.092 3.450 0.00
H 2.622 -0.684 5.218 0.00
H 2.115 -1.745 3.895 0.00
H 1.429 1.198 4.307 0.00
H 0.333 -0.101 3.812 0.00
C 0.899 4.710 3.482 0.00
C 0.835 4.205 2.175 0.00
C -0.007 3.168 1.879 0.00
C -0.844 2.574 2.853 0.00
C -1.737 1.507 2.474 -0.03
C -2.505 1.029 3.536 0.00
C -2.413 1.492 4.859 0.00
C -1.553 2.505 5.185 0.00
C -0.759 3.090 4.180 0.00
C 0.116 4.161 4.459 0.00
H 1.559 5.537 3.707 0.00
H 1.447 4.648 1.399 0.00
H -0.062 2.797 0.862 0.00
H -3.251 0.258 3.349 0.00
H -3.039 1.047 5.627 0.00
H -1.491 2.882 6.199 0.00
H 0.153 4.551 5.470 0.00
N -2.821 -2.419 1.980 0.00
C -2.593 -3.522 2.703 0.00
C -1.225 -3.678 2.767 0.00
C -0.716 -2.610 2.022 0.00
N -1.696 -1.853 1.558 0.00
H -3.710 -2.006 1.689 0.00
H -3.399 -4.095 3.114 0.00
H -0.679 -4.451 3.267 0.00
H 0.306 -2.366 1.806 0.00



Entry 3:
43
Properties=species:S:1:pos:R:3:nbo_charge:R:1 method="wB97M-V/def2-TZVPD" orbital_gap_ha="0.2561 / 0.2562" homo_ev="-7.3 / -7.3" max_force_ha_per_bohr=0.121
C 2.165 -0.842 -3.274 -0.46
C 1.929 -2.036 -2.515 -0.27
C 2.173 -1.765 -1.148 -0.34
C 2.609 -0.404 -1.040 -0.25
C 2.640 0.162 -2.357 -0.34
Zr 0.272 0.079 -1.982 1.84
N 0.599 2.136 -2.036 -1.21
C -0.913 -2.056 -3.004 -0.59
C -0.839 -3.078 -2.127 -0.22
H 2.140 -2.480 -0.327 0.23
H 1.683 -3.011 -2.921 0.22
H 3.037 0.045 -0.155 0.24
H 3.008 1.148 -2.606 0.27
H 2.135 -0.759 -4.354 0.25
H -0.070 -3.856 -2.191 0.20
H -1.778 -1.363 -2.967 0.23
H 0.709 3.151 -1.969 0.36
H -1.627 -3.223 -1.390 0.24
H -0.363 -2.056 -3.960 0.24
C -1.115 3.219 0.938 -0.63
C -0.488 2.349 2.012 -0.38
C -0.854 0.842 1.921 -0.26
C -0.146 -0.017 3.001 -0.35
C 1.340 0.232 3.128 -0.62
C -2.346 0.600 2.061 0.72
O -3.092 1.323 2.714 -0.56
N -2.802 -0.567 1.469 -0.68
C -2.412 -0.969 0.184 0.81
O -3.021 -1.831 -0.421 -0.61
N -1.288 -0.303 -0.289 -0.78
C -0.470 0.300 0.578 0.74
O 0.737 0.458 0.138 -0.67
H -0.718 2.977 -0.057 0.24
H -0.878 4.270 1.146 0.22
H -2.206 3.115 0.937 0.21
H 0.604 2.439 1.954 0.22
H -0.790 2.695 3.011 0.22
H -0.649 0.153 3.964 0.22
H -0.317 -1.069 2.728 0.21
H 1.556 1.208 3.576 0.21
H 1.773 -0.537 3.775 0.22
H 1.809 0.181 2.139 0.23
H -3.737 -0.860 1.718 0.43



Entry 4:
11
Properties=species:S:1:pos:R:3:nbo_charge:R:1 method="wB97M-V/def2-TZVPD" charge=-1 orbital_gap_ha=0.2989 homo_ev=-4.7 max_force_ha_per_bohr=0.071
C 1.472 -0.759 2.037 -0.45
C 0.011 0.618 -1.589 -0.31
O -1.817 -1.712 0.679 -0.98
O -1.416 0.794 0.775 -1.01
O -0.773 -0.512 -1.228 -0.76
S -0.889 -0.563 0.568 1.80
H 0.804 0.098 2.449 0.11
H 2.040 -0.392 1.242 0.07
H -0.194 1.187 -0.632 0.23
H -0.364 0.863 -2.585 0.17
H 1.127 0.378 -1.716 0.13



Entry 5:
18
Properties=species:S:1:pos:R:3:nbo_charge:R:1 method="wB97M-V/def2-TZVPD" orbital_gap_ha=0.3701 homo_ev=-9.5 max_force_ha_per_bohr=0.034
C 0.656 -0.145 1.722 -0.72
C 0.661 -1.432 0.932 0.69
O 0.052 -1.580 -0.101 -0.63
N 1.444 -2.454 1.404 -0.82
H 1.450 -0.143 2.464 0.22
H -0.306 -0.121 2.233 0.24
H 1.270 -3.312 0.912 0.40
H 1.610 -2.516 2.408 0.39
H 0.764 0.699 1.051 0.25
C -0.079 1.162 -2.227 -0.73
C -1.224 1.741 -1.423 0.68
O -1.618 2.888 -1.461 -0.62
N -1.735 0.868 -0.498 -0.85
H -2.480 1.250 0.052 0.39
H -1.350 -0.050 -0.289 0.42
H -0.254 0.613 -3.146 0.24
H 0.556 0.518 -1.614 0.23
H 0.584 2.013 -2.416 0.23



Entry 6:
83
Properties=species:S:1:pos:R:3:mulliken_charge:R:1 method="wB97M-V/def2-TZVPD" charge=+2 orbital_gap_ha=0.2927 homo_ev=-14.0 max_force_ha_per_bohr=0.013
Pt 0.778 -0.450 -0.682 0.28
C 5.739 0.773 -2.133 -0.56
C 4.984 -0.347 -1.816 -0.96
C 3.704 -0.199 -1.306 -0.83
C 3.199 1.081 -1.110 1.22
C 3.941 2.212 -1.427 -0.04
C 5.217 2.045 -1.941 -0.78
N 1.876 1.196 -0.526 -0.50
N 1.657 2.284 0.029 0.40
C -0.737 2.007 -0.123 0.24
C -1.841 2.852 -0.199 -0.12
C -2.987 2.440 -0.852 -1.29
C -3.030 1.192 -1.456 -1.06
C -1.921 0.363 -1.409 -0.40
C -0.762 0.765 -0.746 0.33
H 6.736 0.655 -2.534 0.43
H 5.387 -1.339 -1.961 0.41
H 3.149 -1.099 -1.045 0.36
H 3.524 3.199 -1.301 0.48
H 5.801 2.916 -2.205 0.42
H -1.803 3.829 0.256 0.63
H -3.843 3.099 -0.901 0.49
H -3.924 0.868 -1.973 0.44
H -1.964 -0.603 -1.893 0.16
N 0.431 2.456 0.576 1.57
P 0.463 3.502 1.947 -1.62
N -0.811 3.030 2.832 0.60
C -1.104 3.836 4.047 -0.83
C -0.708 3.129 5.334 -0.32
C -1.288 1.724 5.420 -1.07
C -0.935 0.932 4.167 -0.44
C -1.381 1.668 2.914 -0.35
N 1.945 3.284 2.564 0.62
C 2.893 4.354 2.921 -0.77
C 3.351 4.195 4.362 -0.66
C 3.968 2.821 4.587 -0.92
C 2.971 1.734 4.198 -0.68
C 2.495 1.929 2.767 -0.98
N 0.315 5.068 1.539 0.73
C 1.246 5.548 0.487 -1.07
C 0.536 5.627 -0.857 -0.18
C -0.761 6.459 -0.768 -0.87
C -0.999 6.976 0.648 -1.12
C -0.921 5.878 1.701 -0.61
H -2.177 4.049 4.035 0.40
H -0.583 4.791 3.979 0.53
H -1.058 3.741 6.167 0.45
H 0.383 3.092 5.404 -0.08
H -2.376 1.780 5.524 0.35
H -0.915 1.216 6.309 0.46
H -1.410 -0.050 4.176 0.42
H 0.146 0.764 4.126 0.07
H -2.468 1.796 2.920 0.41
H -1.131 1.104 2.020 0.14
H 2.423 5.321 2.764 0.35
H 3.751 4.273 2.242 0.45
H 2.486 4.323 5.021 0.25
H 4.057 4.991 4.600 0.39
H 4.275 2.702 5.625 0.43
H 4.872 2.721 3.976 0.32
H 2.112 1.762 4.874 0.18
H 3.417 0.742 4.284 0.44
H 1.744 1.183 2.498 0.43
H 3.338 1.810 2.076 0.54
H 2.093 4.861 0.432 0.29
H 1.647 6.515 0.794 0.58
H 0.314 4.612 -1.196 -0.17
H 1.224 6.052 -1.589 0.66
H -1.617 5.864 -1.095 0.35
H -0.710 7.309 -1.448 0.36
H -1.986 7.432 0.729 0.49
H -0.283 7.765 0.885 0.43
H -1.796 5.228 1.638 0.58
H -0.931 6.334 2.693 0.34
N -0.514 -2.456 -3.013 -0.32
C -0.316 -3.014 -1.828 0.96
O 0.105 -2.370 -0.836 -0.70
C -0.572 -4.473 -1.663 -1.10
I 1.264 -5.506 -2.011 0.19
H -0.278 -1.486 -3.167 0.19
H -0.831 -3.004 -3.796 0.24
H -1.300 -4.853 -2.373 0.49
H -0.873 -4.678 -0.642 0.39



It is found that the energy above the lowest of the compared OMol25 structures with the same formula, charge and spin values, taken in the order of the records, are 35.8, 7.5, 68.0, 109.2, 9.2, 13.6 kcal/mol.